Formula: C49H44KN10O4PSe
Source: the OMol25 dataset
Level of theory: ωB97M-V with the def2-TZVPD basis set

```
110
Properties=species:S:1:pos:R:3:mulliken_charge:R:1
K -0.494 -0.238 0.890 1.000
C -1.727 0.841 3.900 -1.628
N -1.335 -0.501 3.501 0.014
C -0.326 -1.187 4.289 -1.838
C 1.097 -0.802 4.005 0.167
N 1.685 -0.681 2.852 1.548
C 3.016 -0.400 3.152 0.264
C 4.102 -0.149 2.318 -0.497
C 5.339 0.061 2.900 -0.727
C 5.511 0.038 4.291 -0.511
C 4.440 -0.182 5.138 -1.247
C 3.203 -0.392 4.542 0.321
N 1.950 -0.630 5.060 0.116
C -0.909 1.962 3.325 0.386
N 0.032 1.898 2.437 0.457
C 0.389 3.212 2.171 0.046
C 1.320 3.714 1.267 -0.364
C 1.455 5.088 1.180 -0.779
C 0.686 5.949 1.974 -0.450
C -0.244 5.464 2.878 -1.248
C -0.377 4.084 2.954 0.470
N -1.190 3.253 3.705 -0.062
H -1.752 0.965 4.995 0.438
H -2.743 0.998 3.529 0.500
H -2.159 -1.080 3.444 0.271
H -0.408 -2.254 4.064 0.312
H -0.489 -1.065 5.372 0.334
H 3.975 -0.124 1.247 0.345
H 6.198 0.253 2.270 0.459
H 6.495 0.206 4.708 0.402
H 4.562 -0.185 6.214 0.437
H 1.710 -0.737 6.029 0.203
H 1.906 3.040 0.653 0.562
H 2.166 5.511 0.482 0.445
H 0.820 7.019 1.876 0.389
H -0.842 6.132 3.484 0.409
H -1.937 3.538 4.313 0.219
O 2.860 -1.916 -0.011 -0.359
N 2.389 -0.806 -0.696 0.513
C 3.339 -0.201 -1.282 -1.026
C 3.233 1.044 -2.061 0.706
C 4.449 1.649 -2.384 -0.939
C 4.502 2.850 -3.066 -0.873
C 3.321 3.468 -3.448 -0.788
C 2.103 2.871 -3.158 -1.120
C 2.031 1.657 -2.476 0.723
P 0.427 0.894 -2.038 1.685
C -0.808 1.971 -2.857 0.359
C -1.248 1.818 -4.171 -0.629
C -2.237 2.649 -4.682 -0.661
C -2.789 3.644 -3.887 -0.678
C -2.360 3.800 -2.577 -0.455
C -1.384 2.961 -2.060 -0.412
C 0.505 -0.602 -3.116 0.020
C 1.251 -0.640 -4.296 -0.420
C 1.338 -1.802 -5.047 -0.748
C 0.679 -2.951 -4.626 -0.750
C -0.065 -2.924 -3.458 -0.566
C -0.149 -1.761 -2.704 0.029
H 2.148 -2.114 0.614 0.035
H 4.349 -0.607 -1.183 0.373
H 5.370 1.165 -2.078 0.454
H 5.458 3.301 -3.295 0.391
H 3.345 4.408 -3.984 0.458
H 1.185 3.349 -3.474 0.436
H -0.826 1.038 -4.792 0.356
H -2.577 2.515 -5.701 0.410
H -3.563 4.287 -4.286 0.357
H -2.800 4.566 -1.949 0.450
H -1.080 3.051 -1.023 0.300
H 1.776 0.248 -4.629 0.514
H 1.922 -1.814 -5.959 0.402
H 0.750 -3.863 -5.206 0.415
H -0.586 -3.814 -3.124 0.425
H -0.738 -1.746 -1.795 0.105
O -2.662 1.181 0.804 -0.637
C -3.119 0.470 -0.113 0.546
O -2.434 -0.212 -0.926 -0.548
C -4.621 0.385 -0.270 0.022
C -5.288 -0.806 -0.001 -0.015
C -6.668 -0.879 -0.131 -0.850
C -7.389 0.231 -0.549 -0.466
C -6.725 1.419 -0.826 -0.680
C -5.348 1.498 -0.676 -0.239
H -4.720 -1.676 0.310 0.405
H -7.183 -1.806 0.092 0.404
H -8.465 0.171 -0.659 0.383
H -7.283 2.287 -1.155 0.401
H -4.825 2.426 -0.876 0.483
C -3.444 -4.968 -1.941 -1.426
C -3.011 -3.635 -1.363 0.714
N -3.346 -2.548 -2.071 0.157
O -2.401 -3.574 -0.296 -0.648
H -4.470 -5.173 -1.631 0.371
H -2.804 -5.752 -1.545 0.327
H -3.410 -4.969 -3.031 0.390
H -3.824 -2.641 -2.948 0.189
H -3.088 -1.610 -1.724 -0.012
Se 4.301 -3.979 3.684 0.261
N 4.357 -4.718 2.081 -0.843
C 3.128 -4.647 1.606 0.882
C 2.706 -5.111 0.324 -0.648
C 1.410 -4.925 -0.008 -0.176
C 0.507 -4.278 0.903 -0.708
N 0.831 -3.841 2.088 -0.242
C 2.136 -4.029 2.469 0.525
N 2.578 -3.622 3.646 -0.584
H 3.426 -5.571 -0.338 0.432
H 1.027 -5.233 -0.971 0.438
H -0.524 -4.127 0.599 0.737
```

Values from the calculation:
E, eV: -165581.354
Max |F|, eV/Å: 0.7
LUMO, eV: -0.795
Orbital gap, eV: 7.020
Energy above the lowest of the compared OMol25 structures with the same formula, charge and spin, kcal/mol: 13.0
Total charge: 0